DFT (ωB97M-V with the def2-TZVPD basis set) results for 2 unconnected molecules or ions with the total composition C2H2NO2.

Geometry as XYZ:
```
7
Properties=species:S:1:pos:R:3:lowdin_charge:R:1
O -1.599 1.507 -0.601 0.0237
O -2.086 -0.452 0.458 0.0055
C 0.604 -0.212 0.007 -0.2256
H 0.542 -1.229 -0.475 -0.0012
C -1.542 0.476 -0.029 -0.6529
H 2.361 -0.415 0.296 -0.0604
N 1.720 0.326 0.345 -0.0891
```

As for the net charge: -1. As for the HOMO-LUMO gap: 0.24900 Ha. Its energy relative to the best compared isomer or geometry (same formula, charge and spin) is 165.7 kJ/mol. The value obtained for the HOMO energy is -2.30 eV.